[1]
15
Properties=species:S:1:pos:R:3 method="wB97M-V/def2-TZVPD" smiles="[H]/N=C/N.C=NC" homo_ev=-9.02 orbital_gap_ev=10.10 multiplicity=1 de_lowest_kcal_mol=49.8 mol_weight_g_mol=87.13
H -3.38165 1.08271 0.46683
N -3.55027 0.12825 0.21083
C -4.68652 -0.31944 -0.12117
N -4.94888 -1.66782 -0.13921
H -5.31383 0.39368 -0.67676
H -5.82572 -1.95769 -0.52787
H -4.32403 -2.12982 0.50509
C 3.53487 -0.52147 0.56812
N 4.56214 0.21080 0.50919
C 4.41169 1.39964 -0.32555
H 3.59696 -1.40027 1.21584
H 2.59078 -0.47073 0.01362
H 4.95952 2.19600 0.18614
H 4.96519 1.34888 -1.27424
H 3.40975 1.70728 -0.61085


[2]
15
Properties=species:S:1:pos:R:3 method="wB97M-V/def2-TZVPD" homo_ev="-6.39 / -6.39" orbital_gap_ev="6.46 / 6.46" multiplicity=1 de_lowest_kcal_mol=96.2 mol_weight_g_mol=87.13
C 1.30618 -0.62441 -0.18610
C -1.36392 1.19335 0.20526
N 0.13642 -1.04832 0.33031
C -1.01050 -0.11345 -0.49677
N 2.29094 -0.13193 0.60171
N -2.01872 -0.81158 -0.97814
H 0.02669 -0.99879 1.33729
H -1.72193 -1.76835 -1.16986
H 2.04368 0.30989 1.47485
H 3.15601 0.17127 0.18179
H 1.62756 -0.99010 -1.15886
H -0.08453 0.25159 -1.25140
H -1.86225 1.85011 -0.50686
H -0.47701 1.70982 0.58104
H -2.04863 1.00091 1.03574